88
Properties=species:S:1:pos:R:3:mulliken_charge:R:1 method="wB97M-V/def2-TZVPD" spin_multiplicity=2 homo_ev="-7.401 / -7.425" homo_lumo_gap_ev="7.12 / 5.05" energy_ev=-47553.3892 relative_energy_kcal_mol=7.5
Ir -0.20950 -1.19629 1.74048 1.597
C -3.39077 2.17970 -3.62562 -1.363
C -2.67700 0.88210 -4.03034 2.123
C -3.56302 0.14347 -5.03397 -2.375
C -1.35348 1.22993 -4.72627 -1.333
C -2.39452 0.04298 -2.78163 -1.973
C -1.60941 0.57344 -1.78422 0.251
C -1.32645 -0.15701 -0.61908 0.466
N -0.53573 0.24492 0.44989 -1.158
C 0.21497 1.37504 0.69132 0.536
C 0.18727 2.56806 -0.04683 -0.061
C 1.01162 3.61873 0.28013 -1.456
C 1.88410 3.45782 1.36879 0.150
C 1.95377 2.32604 2.16031 -0.849
C 1.08426 1.25581 1.83949 1.180
O 1.03425 0.16989 2.56640 -1.125
C 2.96770 2.33510 3.31839 2.128
C 2.61355 3.48444 4.27518 -1.606
C 4.37177 2.57552 2.73897 -1.632
C 3.03653 1.04846 4.14893 -2.168
C 0.94603 4.90398 -0.54699 2.125
C 1.93025 5.96251 -0.04812 -2.228
C 1.28355 4.58785 -2.01096 -1.383
C -0.47001 5.49161 -0.46908 -1.462
C -1.83522 -1.49132 -0.48029 1.330
O -1.54659 -2.19479 0.59530 -1.231
C -2.64202 -2.04274 -1.50133 -1.285
C -2.89805 -1.25780 -2.61069 0.623
C -3.17898 -3.47121 -1.37586 2.375
C -2.00821 -4.46278 -1.28333 -1.700
C -4.07266 -3.59238 -0.13192 -1.631
C -4.02438 -3.86561 -2.58922 -2.286
H -3.62229 2.77598 -4.51124 0.450
H -2.77201 2.79075 -2.96571 0.141
H -4.32414 1.96338 -3.10267 0.360
H -3.73845 0.78228 -5.90124 0.458
H -4.53544 -0.10967 -4.60675 0.410
H -3.09298 -0.77566 -5.38932 0.413
H -1.54346 1.81920 -5.62639 0.454
H -0.81673 0.32442 -5.01489 0.349
H -0.69715 1.81401 -4.07859 0.101
H -1.21004 1.55816 -1.93255 0.406
H -0.49800 2.69740 -0.86235 0.668
H 2.54224 4.27746 1.61851 0.454
H 2.65302 4.45679 3.78188 0.326
H 3.31873 3.50313 5.10918 0.456
H 1.60925 3.35273 4.68251 0.343
H 4.44592 3.52878 2.21410 0.305
H 4.64132 1.78257 2.03893 0.371
H 5.10738 2.58124 3.54624 0.457
H 2.09842 0.83829 4.65847 0.375
H 3.81558 1.17786 4.90431 0.498
H 3.28604 0.17981 3.54251 0.450
H 2.96395 5.61615 -0.11026 0.392
H 1.72466 6.25214 0.98444 0.414
H 1.84401 6.85767 -0.66620 0.446
H 2.28000 4.15013 -2.09431 0.361
H 1.25680 5.50043 -2.61074 0.458
H 0.57225 3.88305 -2.44593 0.112
H -0.74360 5.70954 0.56494 0.355
H -1.21540 4.80524 -0.87419 0.176
H -0.52523 6.41974 -1.04245 0.449
H -3.50767 -1.67486 -3.39641 0.680
H -1.37874 -4.26300 -0.41913 0.368
H -1.39069 -4.40915 -2.18287 0.335
H -2.39765 -5.48073 -1.20277 0.462
H -3.51347 -3.39910 0.78032 0.282
H -4.48807 -4.60142 -0.07663 0.474
H -4.90542 -2.88737 -0.18791 0.339
H -3.44512 -3.84638 -3.51491 0.413
H -4.89529 -3.21734 -2.70966 0.415
H -4.38837 -4.88475 -2.45015 0.445
C -1.35996 -0.95322 3.07321 -0.566
H -1.32602 -0.09892 3.74658 0.254
H -2.14361 -1.70365 3.18064 0.349
C 0.97045 -2.77623 2.08074 -0.977
C 1.63503 -3.78345 2.20021 0.438
C 2.44464 -4.96221 2.30926 0.601
C 3.83767 -4.86561 2.34173 -0.478
C 4.61471 -6.00757 2.44434 -0.438
C 4.01324 -7.25620 2.52742 -0.449
C 2.62927 -7.35995 2.50025 -0.441
C 1.84746 -6.22208 2.38568 -0.486
H 4.29742 -3.88797 2.28479 0.436
H 5.69357 -5.92382 2.46474 0.378
H 4.62233 -8.14667 2.61384 0.373
H 2.15763 -8.33205 2.56293 0.376
H 0.76840 -6.29481 2.35567 0.431